Here is a molecular structure, C34H50BrCaCsF7MgN7O7P2S from the OMol25 dataset. Energies are from ωB97M-V with the def2-TZVPD basis set.

Last column: Löwdin charge in e.
CARTESIAN COORDINATES (ANGSTROEM)
C1 2.87 -2.23 7.12  0.0248
C2 2.82 -1.13 6.21  -0.1010
C3 2.59 0.17 5.25  -0.1997
C4 1.75 -0.18 3.85  -0.0790
C5 2.49 0.34 2.45  -0.0123
C6 1.76 0.10 1.00  -0.0398
C7 0.30 -0.67 1.02  0.0122
C8 -0.44 -1.19 2.41  -0.1230
N1 -1.78 -1.83 2.26  0.0948
C9 -2.38 -2.22 3.59  -0.1463
C10 -3.87 -2.90 3.61  -0.1075
C11 -4.24 -3.82 2.30  -0.5774
C12 -3.27 -5.15 2.12  -0.0839
O1 -4.29 -3.10 1.02  -0.1855
C13 -5.64 -2.57 0.73  -0.1779
C14 -5.96 -1.12 1.49  -0.1345
C15 -7.44 -0.97 2.20  -0.0292
C16 -7.77 0.45 3.01  -0.0307
C17 -6.67 1.69 3.12  -0.0354
C18 -5.19 1.54 2.40  -0.0307
C19 -4.87 0.12 1.60  -0.0143
C20 -1.61 -2.00 5.00  -0.0243
N2 -0.26 -1.37 5.20  0.0687
C21 0.27 -0.95 3.86  -0.1040
H1 3.15 -3.32 7.52  0.0446
H2 3.65 0.63 4.95  0.1121
H3 2.00 1.03 5.79  0.1211
H4 3.53 0.93 2.45  0.0999
H5 2.19 0.46 -0.03  0.0906
H6 -0.23 -0.81 -0.03  0.0999
H7 -3.93 -3.55 4.61  0.1257
H8 -4.64 -2.01 3.79  0.1440
H9 -5.33 -4.26 2.50  -0.4663
H10 -2.27 -5.09 2.73  0.1096
H11 -3.05 -5.33 0.98  0.1132
H12 -3.88 -6.09 2.50  -0.0083
H13 -6.52 -3.32 0.93  0.0836
H14 -5.66 -2.35 -0.44  0.1520
H15 -8.19 -1.87 2.13  0.0715
H16 -8.83 0.51 3.52  0.0892
H17 -7.00 2.64 3.74  0.1012
H18 -4.43 2.44 2.50  0.0977
H19 -3.78 0.04 1.11  0.0981
H20 -2.18 -2.35 5.99  0.1200
F1 -9.55 0.43 7.19  -0.1491
P1 -8.13 -0.19 7.14  -0.0400
F2 -7.56 1.22 7.51  -0.1467
F3 -7.37 -1.53 7.40  -0.1654
F4 -8.26 -0.47 8.67  -0.1499
F5 -7.06 0.13 6.06  -0.1636
F6 -8.94 -0.93 6.04  -0.1683
Cs1 -6.15 -5.37 2.97  1.6041
O2 0.28 3.47 0.31  -0.2809
S1 -0.45 3.00 -0.88  0.2075
O3 -0.38 4.03 -1.94  -0.3432
O4 -1.86 2.77 -0.52  -0.2249
O5 0.15 1.75 -1.37  -0.2737
C22 2.74 7.47 -2.99  -0.2988
O6 2.35 7.37 -1.83  -0.2356
N3 2.03 7.08 -4.10  -0.1809
C23 2.56 7.23 -5.44  -0.1115
C24 0.71 6.51 -3.94  -0.1062
H21 3.73 7.90 -3.23  0.1555
H22 1.89 7.87 -6.02  0.1256
H23 2.62 6.24 -5.91  -0.1585
H24 3.56 7.68 -5.42  0.1170
H25 0.07 7.23 -3.42  0.1288
H26 0.80 5.61 -3.32  -0.0041
H27 0.28 6.25 -4.90  0.0481
Mg1 1.95 4.86 -5.75  0.8046
O7 9.08 0.25 -7.25  -0.2984
P2 8.73 1.72 -6.91  0.7736
N4 7.79 1.23 -5.59  -0.3623
C25 6.36 1.15 -5.39  -0.1372
C26 8.51 0.89 -4.37  -0.1234
N5 7.80 1.86 -8.37  -0.3210
C27 6.36 2.05 -8.46  -0.1492
C28 8.18 0.97 -9.48  -0.1452
N6 8.33 3.41 -6.53  -0.2983
C29 7.45 3.98 -5.53  -0.1299
C30 8.62 4.39 -7.58  -0.1458
H28 6.03 1.90 -4.65  0.0695
H29 6.06 0.17 -5.01  0.0899
H30 5.76 1.32 -6.27  0.0448
H31 8.98 1.78 -3.94  0.0663
H32 9.30 0.16 -4.58  0.0715
H33 7.86 0.46 -3.60  0.0825
H34 5.82 1.12 -8.30  0.0828
H35 6.08 2.42 -9.45  0.0809
H36 5.99 2.82 -7.77  0.0606
H37 7.79 -0.04 -9.33  0.0792
H38 9.27 0.92 -9.59  0.0741
H39 7.80 1.33 -10.44  0.0770
H40 6.40 3.91 -5.82  0.0695
H41 7.66 5.05 -5.38  0.0811
H42 7.60 3.55 -4.54  0.0772
H43 7.78 4.48 -8.28  0.0751
H44 9.51 4.09 -8.14  0.0774
H45 8.82 5.39 -7.18  0.0737
F7 0.45 8.49 -1.08  -0.5441
N7 -7.93 -9.62 7.63  0.0511
C31 -6.80 -8.92 7.29  -0.0790
C32 -5.99 -9.76 6.56  -0.0695
C33 -6.65 -11.01 6.46  -0.2201
C34 -7.85 -10.89 7.12  -0.3984
H46 -8.70 -9.25 8.18  0.1676
H47 -6.67 -7.89 7.60  0.1288
H48 -5.02 -9.51 6.15  0.1086
H49 -6.30 -11.89 5.95  0.0328
H50 -8.65 -11.60 7.28  -0.0744
Ca1 -7.65 -13.03 7.54  0.7698
Br1 2.25 5.22 -1.32  0.7776

Properties
2S+1	1
electronic energy	-7485.45222	a.u.
E_HOMO	-5.82	eV
maximum force	0.31480	Eh/bohr